(1)
Computed, not measured: C18H23BiN5O5 as an isolated structure, with the ωB97M-V functional and the def2-TZVPD basis.

Properties
ΔE to the lowest compared entry with this formula, charge and spin: 17.6 kJ/mol
F_max: 0.7 eV/Å
total charge: +1
highest occupied orbital energy: -10.641 eV
2S+1: 1
Kohn-Sham gap: 7.4 eV

Positions of all 52 atoms, in Å:
Bi -0.29 0.20 0.64
N -1.96 1.49 2.17
C -1.72 1.21 3.60
C -2.26 -0.16 4.00
C -1.52 -1.34 3.39
N -1.68 -1.39 1.92
H -1.83 2.48 1.98
H -2.93 1.29 1.93
H -2.18 1.97 4.23
H -0.64 1.24 3.78
H -3.33 -0.22 3.75
H -2.19 -0.25 5.09
H -1.89 -2.27 3.84
H -0.45 -1.27 3.60
H -2.66 -1.31 1.66
H -1.35 -2.27 1.53
O -4.11 2.53 -3.75
C -3.09 2.79 -4.53
O -2.84 3.23 -5.61
C -2.64 2.22 -3.26
C -2.20 3.07 -2.14
C -1.67 2.52 -1.04
N -1.47 1.16 -0.88
C -1.80 0.35 -1.95
C -2.34 0.80 -3.09
C -1.48 -1.11 -1.78
O -1.70 -1.93 -2.63
O -0.91 -1.42 -0.61
H -2.33 4.14 -2.21
H -1.32 3.14 -0.22
H -2.55 0.10 -3.88
C 4.27 -1.23 2.94
C 3.08 -1.46 2.04
O 1.92 -1.29 2.42
N 3.36 -1.89 0.80
C 2.36 -2.22 -0.20
C 2.32 -1.20 -1.32
C 3.10 -1.42 -2.45
C 3.09 -0.50 -3.48
C 2.28 0.62 -3.37
C 1.52 0.77 -2.22
N 1.54 -0.11 -1.22
H 3.96 -0.67 3.81
H 5.06 -0.69 2.41
H 4.67 -2.19 3.26
H 4.33 -2.02 0.54
H 1.39 -2.28 0.29
H 2.58 -3.20 -0.62
H 3.71 -2.31 -2.51
H 3.69 -0.66 -4.37
H 2.22 1.35 -4.17
H 0.87 1.62 -2.10

=====

(2)
Computed, not measured: a 2-piece molecular cluster, C3H6Si overall in a non-equilibrium geometry, with the ωB97M-V functional and the def2-TZVPD basis.

Properties
ΔE to the lowest compared entry with this formula, charge and spin: 268.5 kJ/mol
F_max: 4.4 eV/Å
total charge: 0
highest occupied orbital energy: -8.878 eV
2S+1: 1
Kohn-Sham gap: 8.3 eV

Positions of all 10 atoms, in Å:
C -0.37 0.80 0.82
C -0.18 -0.04 0.00
C -0.66 1.82 1.82
Si 0.73 -1.90 -1.84
H 0.27 2.28 2.16
H -1.30 2.59 1.39
H -1.17 1.38 2.68
H -0.48 -2.67 -2.07
H 1.80 -2.58 -1.14
H 1.13 -1.06 -2.96

=====

(3)
Computed, not measured: C34H41N2O2TeTi as an isolated structure, with the ωB97M-V functional and the def2-TZVPD basis.

Properties
ΔE to the lowest compared entry with this formula, charge and spin: 0.0 kJ/mol
F_max: 0.9 eV/Å
total charge: +1
highest occupied orbital energy: -10.438 eV
2S+1: 1
Kohn-Sham gap: 7.3 eV

Positions of all 81 atoms, in Å:
Ti 1.22 -0.70 -0.13
O 0.64 0.55 1.48
C -0.12 1.77 1.70
C -0.08 2.61 0.45
C -0.76 1.96 -0.77
C 0.17 1.73 -1.93
C 0.06 2.46 -3.10
C 0.93 2.21 -4.15
C 1.90 1.23 -4.01
C 1.96 0.54 -2.82
N 1.13 0.79 -1.79
H 0.97 0.19 2.31
H 0.35 2.30 2.53
H -1.14 1.50 1.97
H 0.97 2.84 0.22
H -0.56 3.57 0.68
H -1.59 2.58 -1.12
H -1.20 0.99 -0.49
H -0.71 3.21 -3.19
H 0.85 2.78 -5.07
H 2.59 1.00 -4.80
H 2.69 -0.24 -2.66
C 2.56 -4.05 0.10
C 2.21 -2.61 0.16
O 2.20 -1.94 -1.05
N 1.87 -1.92 1.18
Te 4.11 0.22 0.97
C 5.43 1.86 0.65
C 6.49 2.06 1.54
C 6.82 1.12 2.68
C 7.30 3.18 1.37
C 7.10 4.08 0.34
C 7.98 5.29 0.17
C 6.06 3.83 -0.56
C 5.23 2.74 -0.42
C 4.14 2.51 -1.43
C 3.46 0.75 2.92
C 3.50 -0.22 3.93
C 4.08 -1.60 3.72
C 3.01 0.10 5.19
C 2.52 1.37 5.49
C 2.03 1.71 6.87
C 2.52 2.32 4.48
C 2.98 2.04 3.20
C 2.96 3.16 2.18
H 3.64 -4.15 -0.02
H 2.09 -4.51 -0.77
H 2.26 -4.55 1.01
H 6.81 0.08 2.35
H 6.10 1.21 3.49
H 7.81 1.34 3.08
H 8.13 3.34 2.06
H 8.78 5.30 0.90
H 7.40 6.21 0.29
H 8.43 5.31 -0.82
H 5.90 4.51 -1.39
H 4.24 3.21 -2.26
H 3.14 2.63 -1.00
H 4.19 1.50 -1.84
H 5.09 -1.54 3.30
H 3.48 -2.20 3.04
H 4.15 -2.12 4.68
H 3.04 -0.65 5.97
H 1.95 0.82 7.49
H 1.05 2.19 6.83
H 2.72 2.40 7.36
H 2.16 3.32 4.70
H 3.92 3.68 2.16
H 2.19 3.89 2.43
H 2.77 2.78 1.17
C -3.17 -2.63 -0.87
C -2.34 -2.35 -1.95
C -1.10 -1.77 -1.73
C -0.67 -1.46 -0.43
C -1.52 -1.76 0.64
C -2.76 -2.34 0.42
H -4.13 -3.09 -1.04
H -2.66 -2.59 -2.95
H -0.46 -1.56 -2.58
H -1.20 -1.55 1.66
H -3.40 -2.57 1.26

=====

(4)
Computed, not measured: C23H21Cl5IN2O3PtSi as an isolated structure, with the ωB97M-V functional and the def2-TZVPD basis.

Properties
ΔE to the lowest compared entry with this formula, charge and spin: 36.0 kJ/mol
F_max: 0.6 eV/Å
total charge: +1
highest occupied orbital energy: -11.132 eV
2S+1: 1
Kohn-Sham gap: 5.6 eV

Positions of all 57 atoms, in Å:
Pt 0.05 0.14 -0.46
C -0.38 2.00 3.95
C -1.16 2.63 2.84
N -1.86 3.70 3.10
C -2.56 4.30 2.11
C -2.61 3.84 0.83
C -3.41 4.59 -0.21
O -4.43 3.80 -0.81
C -1.87 2.66 0.50
C -2.01 2.15 -0.83
N -1.37 1.14 -1.30
C -1.30 0.49 -2.57
C -2.06 0.57 -3.72
C -1.62 -0.23 -4.78
C -0.50 -1.04 -4.67
C 0.24 -1.11 -3.48
C -0.20 -0.36 -2.42
I 1.80 1.72 -1.41
C -1.11 2.04 1.52
O -0.35 0.98 1.41
H -0.69 2.45 4.89
H 0.69 2.18 3.81
H -0.53 0.93 3.99
H -3.11 5.19 2.40
H -2.77 4.92 -1.03
H -3.83 5.48 0.25
H -5.16 3.69 -0.18
H -2.73 2.60 -1.49
H -2.93 1.20 -3.81
H -2.16 -0.20 -5.71
H -0.18 -1.62 -5.52
H 1.13 -1.73 -3.43
Cl 2.22 -5.76 -3.34
C 2.02 -4.45 -2.27
C 0.78 -4.21 -1.69
Cl -0.56 -5.21 -2.05
C 0.63 -3.13 -0.82
Cl -0.91 -2.75 -0.14
C 1.70 -2.30 -0.53
O 1.51 -1.23 0.32
C 2.93 -2.51 -1.13
Cl 4.22 -1.42 -0.83
C 3.09 -3.59 -2.00
Cl 4.61 -3.86 -2.74
C 0.36 -1.74 2.95
Si 1.94 -1.37 2.06
C 2.71 0.26 2.42
C 3.08 -2.81 2.20
H 0.53 -1.62 4.03
H 0.04 -2.77 2.77
H -0.45 -1.07 2.67
H 2.93 0.34 3.49
H 2.04 1.08 2.16
H 3.64 0.38 1.87
H 3.22 -2.99 3.27
H 4.06 -2.64 1.76
H 2.66 -3.73 1.78

=====

(5)
Computed, not measured: C9H12N2S as an isolated structure in a non-equilibrium geometry, with the ωB97M-V functional and the def2-TZVPD basis.

Properties
ΔE to the lowest compared entry with this formula, charge and spin: 831.8 kJ/mol
F_max: 8.9 eV/Å
total charge: 0
highest occupied orbital energy: -8.338 eV
2S+1: 1
Kohn-Sham gap: 7.3 eV

Positions of all 24 atoms, in Å:
C 0.21 -0.09 2.70
C 0.90 -0.89 1.68
C 1.23 -0.21 0.52
C 2.60 0.38 0.49
C 2.79 1.19 -0.68
C 1.83 1.57 -1.66
C 0.72 0.85 -1.62
C 0.51 -0.21 -0.67
C -1.87 -0.73 -0.46
H 0.44 -0.72 3.68
H 0.67 0.94 3.14
H -0.92 -0.01 2.62
H 1.70 -1.59 1.99
H 0.29 -1.73 1.34
H 3.58 0.32 1.07
H 3.80 1.69 -0.84
H 1.74 2.46 -2.29
H -0.08 0.88 -2.48
H -0.53 -1.75 -2.47
H -2.66 -2.54 0.20
H -3.74 -1.09 0.05
N -0.58 -1.11 -1.00
N -2.93 -1.60 -0.86
S -2.08 0.68 0.32

=====

(6)
Computed, not measured: C3HO2Yb as an isolated structure in a non-equilibrium geometry, with the ωB97M-V functional and the def2-TZVPD basis.

Properties
ΔE to the lowest compared entry with this formula, charge and spin: 34.2 kJ/mol
F_max: 4.9 eV/Å
total charge: +2
highest occupied orbital energy (spin up / spin down): -19.589 / -18.958 eV
2S+1: 2
Kohn-Sham gap (spin up / spin down): 9.4 / 6.5 eV

Positions of all 7 atoms, in Å:
C 0.28 -1.99 -2.34
H 0.42 -2.96 -2.78
C 0.15 -0.91 -1.81
O -0.19 1.34 -1.65
C 0.13 0.35 -1.01
Yb 0.39 1.25 2.21
O -0.09 0.18 0.25

=====

Number 1: total energy -42561.91776 eV. Number 2: total energy -11080.86330 eV. Number 3: total energy -73403.53834 eV. Number 4: total energy -115146.87197 eV. Number 5: total energy -23334.37005 eV. Number 6: total energy -38729.17532 eV.